## A
Below is one molecule with the formula C2H3OP, with properties calculated with ωB97M-V with the def2-TZVPD basis set.

**Frontier orbital gap (spin up / spin down)**: 7.4 / 7.4 eV
**Highest occupied orbital energy (spin up / spin down)**: -9.24 / -9.24 eV
**SMILES**: CC#P=O

```
! wB97M-V def2-TZVPD RIJCOSX def2/J DEFGRID3
* xyz 0 1
P -1.193 -0.900 1.053
O -2.098 -1.938 1.747
C 0.674 0.571 -0.512
C 0.234 -0.621 0.188
H 1.380 1.217 -0.110
H 1.106 0.309 -1.565
H -0.103 1.362 -0.800
*
```

## B
Below is one molecule with the formula C2H3OP, with properties calculated with ωB97M-V with the def2-TZVPD basis set.

**Frontier orbital gap**: 8.9 eV
**Highest occupied orbital energy**: -9.51 eV
**SMILES**: C=CP=O

```
! wB97M-V def2-TZVPD RIJCOSX def2/J DEFGRID3
* xyz 0 1
P 0.530 1.628 -0.183
O 1.137 2.075 1.064
C -0.273 0.051 0.297
C -0.278 -0.939 -0.580
H -0.543 -0.092 1.337
H 0.016 -0.781 -1.606
H -0.588 -1.942 -0.329
*
```

Relative energies in kJ/mol: A 288.1; B 0.0